No. 1
The following is a quantum chemistry calculation of a 2-piece molecular cluster, C2H3INO2 overall in a non-equilibrium geometry, from the OMol25 dataset.

Last column: natural (NBO) charge in e.
Positions of all 9 atoms, in Å:
I: 0.105313 -2.992961 -1.624849  0.710
O: -2.140740 -2.834519 0.413328  -0.250
O: 0.048892 -0.003783 -0.788396  -0.374
N: -0.163410 1.100120 -0.322076  0.187
C: 0.746958 1.778906 0.556099  -0.524
C: -1.475117 -3.089379 -0.490648  0.538
H: 1.617121 1.271640 0.847840  0.207
H: 1.127553 2.603039 0.072840  0.256
H: 0.133430 2.166937 1.335861  0.250

Atoms 1-3, force components in eV/Å:
-0.1046 -0.4443 -0.4688
1.4273 -1.3875 -3.1631
0.8799 1.1983 1.2130

Calculated values
net charge	+1
multiplicity	1
E_LUMO	-0.2584	Eh
highest occupied orbital energy	-12.63	eV
frontier orbital gap	5.596	eV

No. 2
The following is a quantum chemistry calculation of C44H30N10OPbS3 as an isolated structure in a non-equilibrium geometry, from the OMol25 dataset.

Last column: Mulliken charge in e.
Positions of all 89 atoms, in Å:
Pb: -10.806973 6.314050 18.085647  0.939
S: -6.891557 6.783288 16.041485  -0.393
S: -11.864758 6.459299 21.119183  -0.228
S: -12.614129 8.290506 23.375877  -0.449
O: -10.835219 8.909273 21.655699  -0.248
N: -13.986088 7.874381 17.548366  -0.417
N: -10.414603 6.678671 13.310691  0.104
N: -10.001562 4.483785 15.816055  -1.167
N: -11.693069 7.329493 15.399548  0.473
N: -12.406294 3.672447 18.433935  -0.498
N: -9.411139 4.822176 14.699391  0.970
N: -7.234273 8.228508 13.666002  -0.169
N: -8.060542 3.308342 15.513532  -0.608
N: -8.695980 8.523788 15.208506  0.202
N: -13.003617 5.837359 17.731584  0.129
C: -9.069934 3.604725 16.325370  0.810
C: -13.267759 9.717378 11.724200  -0.558
C: -8.415625 5.791721 11.345152  0.083
C: -7.864473 4.210305 13.116953  0.046
C: -9.584120 5.717085 13.579043  0.113
C: -17.432754 4.827996 17.872388  -0.442
C: -9.662204 8.577020 20.880992  -0.419
C: -10.178181 3.040805 18.526926  0.464
C: -9.100481 9.522967 14.254239  -0.106
C: -12.351834 8.735197 12.010369  -0.255
C: -16.853311 3.590412 18.239236  -0.476
C: -13.806460 9.969572 14.040045  -0.042
C: -13.964416 10.421576 12.703222  -1.127
C: -8.241222 9.029453 13.041749  -0.232
C: -11.201610 4.070903 18.347360  -0.121
C: -8.254588 1.823418 17.690735  -1.077
C: -10.278672 2.191178 19.605173  -0.637
C: -11.961113 11.004792 19.689240  -0.772
C: -14.727823 4.585967 18.352384  0.894
C: -12.867341 8.944173 14.306957  0.693
C: -11.686294 7.885389 21.992468  0.004
C: -11.320571 7.350703 13.968245  -1.437
C: -12.605826 9.980580 18.953077  -0.775
C: -7.442463 5.158187 10.568056  -0.826
C: -14.148412 6.597573 17.629332  0.108
C: -13.353521 4.657357 18.241748  -0.442
C: -16.635788 5.980338 17.748394  -0.686
C: -11.365186 11.962257 17.514030  -1.053
C: -12.094608 8.335649 13.322203  0.239
C: -15.506068 3.488857 18.453092  -0.558
C: -8.240035 1.104788 18.918978  -0.667
C: -15.300351 5.895366 18.047581  -0.283
C: -8.299836 4.025694 14.439790  -0.637
C: -6.881280 3.636782 12.341076  -0.583
C: -9.182048 2.845217 17.580556  0.407
C: -7.626535 7.842506 14.908893  -0.066
C: -9.291304 1.182307 19.828889  -0.654
C: -11.359975 12.035803 18.942586  -0.468
C: -8.652175 5.301737 12.644855  0.883
C: -12.492819 8.317521 15.548869  0.379
C: -12.595425 9.867128 17.551136  0.675
C: -13.103078 8.643825 16.963053  -0.194
C: -6.634630 4.148648 11.150229  -0.574
C: -11.969637 10.918861 16.865014  0.346
H: -10.158359 9.687327 14.104025  -0.294
H: -6.661479 7.568404 13.194173  0.292
H: -8.884372 6.623203 10.756950  0.255
H: -7.762379 9.852338 12.526872  0.435
H: -9.497262 0.481978 20.592841  0.425
H: -15.029794 2.561906 18.619684  0.499
H: -10.918292 12.960560 19.319896  0.338
H: -17.618631 2.825914 18.346689  0.309
H: -11.890513 8.071346 11.281169  0.425
H: -9.184620 7.631083 21.208738  0.348
H: -14.332847 10.460256 14.753928  0.755
H: -11.102180 2.377465 20.264036  0.495
H: -7.297032 5.461829 9.565193  0.484
H: -11.063092 12.797448 16.927295  0.448
H: -8.984675 9.408255 21.021588  0.327
H: -6.232318 2.919381 12.805037  0.509
H: -13.210192 9.265944 19.533969  0.311
H: -13.451468 9.909046 10.613403  0.247
H: -11.996362 11.066191 20.770296  0.483
H: -9.900830 8.406516 19.804549  -0.166
H: -9.270095 8.185683 16.014585  -0.141
H: -7.497264 0.370208 19.061070  0.396
H: -11.893237 10.875860 15.767786  0.073
H: -14.521552 11.324169 12.379266  0.321
H: -7.467448 1.703273 16.928607  0.421
H: -18.505340 4.906614 17.593325  0.306
H: -5.793016 3.771033 10.526565  0.292
H: -8.724216 10.488453 14.619359  0.410
H: -17.112552 6.861155 17.332496  0.383
H: -8.877159 8.449419 12.388031  -0.005

Atoms 1-3, force components in eV/Å:
-0.0177 0.1208 -0.2087
-0.2170 0.4459 -1.2068
0.4494 -0.1122 -0.5810

Calculated values
net charge	-2
multiplicity	1
E_LUMO (spin up / spin down)	0.1348 / 0.1352	Eh
highest occupied orbital energy (spin up / spin down)	-1.15 / -1.10	eV
frontier orbital gap (spin up / spin down)	4.814 / 4.782	eV

No. 3
The following is a quantum chemistry calculation of a 2-piece molecular cluster, C7H17NO overall in a non-equilibrium geometry, from the OMol25 dataset.

Last column: natural (NBO) charge in e.
Positions of all 26 atoms, in Å:
O: -1.374076 2.335568 -0.907103  -0.616
N: -1.431817 0.832464 0.796622  -0.479
C: 2.403015 -3.158775 -2.328116  -0.618
C: -2.846290 0.510481 0.454557  -0.421
C: 0.916291 -0.269481 1.277040  -0.636
C: -0.912927 1.936826 0.169803  0.686
C: 2.744363 -3.453307 -0.847686  -0.616
C: -0.682744 -0.362812 1.057117  -0.196
C: 0.284020 2.755174 0.600733  -0.709
H: 2.392795 -2.576127 -0.294969  0.203
H: 3.309438 -3.265865 -2.871696  0.209
H: 1.789626 -2.322702 -2.553899  0.211
H: 1.724785 -3.972300 -2.720928  0.199
H: 1.104965 2.372906 -0.001929  0.233
H: 1.388001 0.039493 2.220965  0.231
H: 2.391785 -4.409047 -0.455254  0.210
H: 0.626680 2.821311 1.633105  0.217
H: -1.155923 -0.674445 2.016295  0.191
H: -0.805507 -1.142984 0.294790  0.182
H: -0.037923 3.759281 0.297909  0.251
H: -3.436692 1.393597 0.127403  0.232
H: 1.069857 0.214309 0.256196  0.214
H: -3.376244 0.210062 1.373205  0.206
H: -2.796928 -0.125463 -0.416074  0.199
H: 3.844840 -3.497860 -0.773217  0.203
H: 1.193549 -1.319988 1.175570  0.215

Atoms 1-3, force components in eV/Å:
-0.4382 -0.3210 1.1655
-0.9854 1.0900 -0.2244
-1.2974 -3.2144 0.2607

Calculated values
net charge	0
multiplicity	1
E_LUMO	0.0294	Eh
SMILES	CCN(C)C(C)=O.CC
highest occupied orbital energy	-9.04	eV
frontier orbital gap	9.839	eV

No. 4
The following is a quantum chemistry calculation of an isolated ion of composition C12H20P and charge +1 in a non-equilibrium geometry, from the OMol25 dataset.

Last column: natural (NBO) charge in e.
Positions of all 33 atoms, in Å:
P: -0.032525 0.110972 0.116265  1.479
C: -0.072488 -2.442363 -0.708191  -0.664
C: -0.715669 -0.746028 -2.400959  -0.305
C: -2.525574 -0.600343 0.921609  -0.658
C: -0.439757 -1.084862 -1.191546  -0.355
C: 0.939863 2.257546 -1.090098  -0.314
C: -0.182811 1.820084 -0.540076  -0.323
C: -1.102821 -0.424949 1.460585  -0.362
C: 2.256643 0.939913 1.478673  -0.354
C: 2.760707 -0.832420 -0.189113  -0.646
C: 1.841248 0.102355 0.582715  -0.253
C: -0.739362 -0.676831 2.705681  -0.285
C: -1.525756 2.449255 -0.614730  -0.658
H: -2.342336 1.847535 -1.055317  0.238
H: 2.906894 -1.813252 0.397585  0.245
H: -0.877423 -1.435589 -3.290226  0.247
H: 2.273764 -1.031765 -1.091099  0.213
H: 0.861145 3.183085 -1.724142  0.236
H: -1.921219 2.640574 0.377110  0.238
H: 0.212056 -0.495516 3.173546  0.235
H: 3.337840 1.007980 1.637962  0.232
H: 0.684482 -2.820457 -1.345835  0.245
H: 3.622600 -0.289571 -0.343033  0.234
H: -2.714579 -1.672891 0.972072  0.244
H: -0.899317 -3.141926 -0.675206  0.253
H: -1.370857 3.370006 -1.147462  0.241
H: -1.601648 -1.028566 3.320693  0.224
H: 1.551303 1.698828 1.985300  0.226
H: -3.182965 -0.131892 1.642556  0.248
H: -0.493709 0.345755 -2.599894  0.220
H: 0.343965 -2.421044 0.379210  0.224
H: -2.711572 -0.303151 -0.058946  0.228
H: 1.859866 1.619540 -1.085685  0.229

Atoms 1-3, force components in eV/Å:
2.2866 0.8183 0.2828
-0.2454 -0.5022 2.5408
0.4114 2.0112 -3.5679

Calculated values
net charge	+1
multiplicity	1
E_LUMO	-0.1092	Eh
highest occupied orbital energy	-13.63	eV
frontier orbital gap	10.660	eV

For reference, energy relative to the best compared isomer or geometry (same formula, charge and spin) by record: 1.9434; 2.3714; 2.6377; 0.8539 eV.
For reference, E by record: -580.496936; -3704.922400; -406.833399; -810.228782 hartree.